1.
Density functional theory data (ωB97M-V/def2-TZVPD) for a 10-piece molecular cluster, C31H56Br2Cl18F9N2O3S overall at a distorted geometry.

CARTESIAN COORDINATES (ANGSTROEM)
C: -0.96 1.51 5.78
C: -1.07 1.72 4.28
Br: 0.57 2.72 3.74
C: -1.15 0.46 3.40
Br: -0.23 -1.04 4.26
C: -2.63 0.11 3.07
C: -2.68 -1.22 2.24
C: -3.56 -2.36 2.74
O: -4.93 -2.06 2.84
C: -3.39 0.07 4.47
O: -3.20 -0.97 5.15
O: -4.01 1.09 4.79
N: -3.21 1.21 2.27
N: -4.56 0.92 1.97
C: -2.42 1.59 1.10
C: -1.86 3.01 1.17
C: -0.91 3.43 0.02
C: -0.53 2.37 -1.02
C: 0.75 1.65 -0.66
F: 0.76 1.14 0.58
F: 1.76 2.57 -0.71
C: 1.23 0.55 -1.68
F: 0.99 0.99 -2.93
F: 2.55 0.41 -1.57
S: 0.50 -1.20 -1.50
F: 1.75 -1.81 -2.28
F: 1.28 -1.37 -0.14
F: -0.78 -0.65 -0.75
F: -0.27 -1.09 -2.88
F: -0.06 -2.66 -1.33
H: 0.06 1.28 6.09
H: -1.23 2.45 6.27
H: -1.68 0.76 6.12
H: -1.94 2.33 4.06
H: -0.55 0.60 2.50
H: -2.95 -0.98 1.21
H: -1.69 -1.67 2.18
H: -3.13 -2.70 3.68
H: -3.45 -3.19 2.03
H: -5.11 -1.93 3.78
H: -4.65 0.32 1.15
H: -5.02 1.80 1.76
H: -1.64 0.86 0.87
H: -3.08 1.56 0.22
H: -2.73 3.67 1.16
H: -1.37 3.20 2.12
H: -1.36 4.27 -0.51
H: 0.01 3.83 0.46
H: -1.34 1.68 -1.26
H: -0.29 2.89 -1.95
Cl: 2.83 -2.24 4.71
C: 3.30 -3.74 3.88
C: 2.35 -4.08 2.76
Cl: 0.74 -4.55 3.35
H: 3.33 -4.54 4.62
H: 4.30 -3.59 3.49
H: 2.75 -4.93 2.20
H: 2.23 -3.23 2.09
Cl: 5.75 -5.83 3.23
C: 5.99 -7.34 2.32
C: 4.96 -7.49 1.23
Cl: 3.31 -7.69 1.88
H: 5.94 -8.16 3.04
H: 6.98 -7.31 1.89
H: 5.19 -8.36 0.62
H: 4.94 -6.61 0.59
Cl: -4.57 -6.75 3.87
C: -3.21 -7.02 4.99
C: -2.98 -5.84 5.91
Cl: -2.39 -4.41 5.04
H: -2.32 -7.22 4.39
H: -3.45 -7.91 5.58
H: -2.23 -6.11 6.65
H: -3.90 -5.56 6.42
Cl: -1.68 -8.97 5.31
C: -0.45 -9.81 4.33
C: 0.94 -9.67 4.90
Cl: 1.54 -8.01 4.79
H: -0.50 -9.41 3.32
H: -0.73 -10.86 4.30
H: 1.62 -10.31 4.34
H: 0.96 -9.97 5.95
Cl: 3.16 -0.26 2.16
C: 4.46 -0.21 0.96
C: 5.29 -1.47 0.96
Cl: 6.27 -1.65 2.44
H: 5.08 0.66 1.16
H: 4.00 -0.10 -0.02
H: 5.99 -1.46 0.12
H: 4.66 -2.36 0.87
Cl: -0.33 5.25 -4.35
C: 0.21 3.65 -4.95
C: -0.55 3.21 -6.18
Cl: -2.26 2.84 -5.81
H: 0.09 2.94 -4.14
H: 1.27 3.74 -5.19
H: -0.10 2.30 -6.56
H: -0.54 3.97 -6.95
Cl: 1.73 0.78 -6.54
C: 2.29 -0.83 -7.07
C: 1.53 -1.32 -8.27
Cl: -0.17 -1.68 -7.89
H: 2.18 -1.50 -6.22
H: 3.35 -0.74 -7.31
H: 1.98 -2.24 -8.63
H: 1.54 -0.59 -9.07
Cl: -0.39 8.27 -8.86
C: 1.00 8.48 -7.76
C: 0.59 8.45 -6.32
Cl: -0.37 9.89 -5.87
H: 1.49 9.41 -8.02
H: 1.68 7.65 -7.96
H: 1.48 8.45 -5.68
H: 0.00 7.57 -6.08
Cl: -5.15 13.44 -5.73
C: -3.64 12.69 -6.31
C: -2.43 13.16 -5.54
Cl: -2.06 14.88 -5.86
H: -3.54 12.91 -7.37
H: -3.75 11.61 -6.18
H: -1.56 12.59 -5.84
H: -2.57 13.05 -4.47

total charge: -1
maximum force: 3.2 eV Å⁻¹
frontier orbital gap: 0.2170 Ha
total energy: -16278.479439 a.u.

Here are the Löwdin charges for atoms 1 to 8, given in e:
1. C -0.20
2. C -0.69
3. Br 0.68
4. C -0.61
5. Br 0.79
6. C -0.35
7. C -0.13
8. C -0.31


2.
Density functional theory data (ωB97M-V/def2-TZVPD) for C31H35N2OPSiTa as an isolated structure at a distorted geometry.

CARTESIAN COORDINATES (ANGSTROEM)
Ta: -1.27 -0.97 0.23
C: 2.07 -3.70 0.52
C: 3.07 -2.95 -0.31
C: 4.31 -3.52 -0.60
C: 5.23 -2.87 -1.41
C: 4.93 -1.63 -1.95
C: 3.72 -1.03 -1.68
C: 2.81 -1.67 -0.83
P: 1.44 -0.69 -0.18
C: 1.43 0.89 -1.05
C: 1.99 2.04 -0.51
C: 2.01 3.21 -1.25
C: 1.44 3.23 -2.52
C: 0.85 2.09 -3.05
C: 0.84 0.90 -2.33
C: 0.19 -0.33 -2.92
C: 1.82 -0.54 1.59
C: 3.07 -0.02 1.93
C: 3.41 0.14 3.26
C: 2.50 -0.22 4.25
C: 1.26 -0.74 3.91
C: 0.90 -0.93 2.58
C: -0.39 -1.62 2.26
H: 2.03 -4.75 0.22
H: 1.07 -3.28 0.40
H: 2.35 -3.68 1.57
H: 4.54 -4.50 -0.19
H: 6.17 -3.35 -1.64
H: 5.65 -1.12 -2.58
H: 3.49 -0.06 -2.10
H: 2.44 2.03 0.47
H: 2.47 4.10 -0.85
H: 1.45 4.14 -3.11
H: 0.40 2.12 -4.03
H: 0.27 -0.31 -4.01
H: -0.89 -0.35 -2.69
H: 0.66 -1.26 -2.59
H: 3.78 0.24 1.16
H: 4.38 0.53 3.53
H: 2.76 -0.10 5.30
H: 0.58 -1.04 4.70
H: -1.10 -1.51 3.09
H: -0.22 -2.70 2.12
C: -4.89 -2.45 -1.39
C: -4.61 -0.99 -1.26
C: -5.54 -0.04 -1.68
C: -5.24 1.31 -1.55
C: -4.05 1.71 -0.96
C: -3.19 0.72 -0.51
N: -3.46 -0.59 -0.71
N: -2.00 0.90 0.19
Si: -1.82 2.46 1.19
C: -1.39 3.92 0.11
C: -0.40 2.01 2.32
C: -3.41 2.57 2.19
H: -5.80 -2.72 -0.85
H: -4.07 -3.05 -1.01
H: -5.07 -2.71 -2.44
H: -6.47 -0.36 -2.11
H: -5.94 2.06 -1.89
H: -3.81 2.75 -0.84
H: -0.67 3.71 -0.68
H: -0.96 4.69 0.76
H: -2.27 4.38 -0.35
H: 0.49 1.72 1.77
H: -0.66 1.23 3.03
H: -0.13 2.89 2.91
H: -4.23 3.05 1.65
H: -3.20 3.18 3.07
H: -3.76 1.60 2.54
O: -1.81 -4.56 -1.36
C: -1.57 -3.61 -0.84

total charge: +3
maximum force: 2.8 eV Å⁻¹
frontier orbital gap (spin up / spin down): 0.1930 / 0.1931 Ha
total energy: -2073.924269 a.u.

Here are the Löwdin charges for atoms 1 to 8, given in e:
1. Ta 1.80
2. C -0.03
3. C -0.26
4. C 0.00
5. C -0.01
6. C -0.03
7. C -0.06
8. C -0.30


3.
Density functional theory data (ωB97M-V/def2-TZVPD) for an isolated ion of composition C4H11P4 and charge +1 at a distorted geometry.

CARTESIAN COORDINATES (ANGSTROEM)
C: 2.92 1.24 -0.69
C: -0.25 1.88 1.68
C: 1.03 -1.99 -0.63
C: -1.20 -0.21 -1.30
P: 1.77 0.88 -1.94
P: 3.09 1.02 0.96
P: 0.75 0.37 1.54
P: 0.46 -0.26 -0.74
H: 3.92 1.57 -0.94
H: -1.20 1.58 1.28
H: 0.36 2.70 1.48
H: -0.63 2.09 2.64
H: 2.10 -2.09 -0.61
H: 0.83 -2.46 -1.58
H: 0.29 -2.60 -0.14
H: -2.02 -0.53 -0.57
H: -1.24 -0.71 -2.33
H: -1.63 0.81 -1.38
H: -0.29 -0.46 1.89

total charge: +1
maximum force: 3.1 eV Å⁻¹
frontier orbital gap: 0.2321 Ha
relative energy (zero: lowest compared OMol25 entry of this formula, charge and spin): 53.25 kcal per mole
total energy: -1524.049734 a.u.

Here are the Löwdin charges for atoms 1 to 8, given in e:
1. C -1.02
2. C -0.33
3. C -0.27
4. C -0.31
5. P 0.64
6. P 0.73
7. P 0.69
8. P 0.44


4.
Density functional theory data (ωB97M-V/def2-TZVPD) for C40H38Cl2N3O3P2RuS2 as an isolated structure.

CARTESIAN COORDINATES (ANGSTROEM)
Ru: -0.37 -0.90 -0.36
N: -0.29 -0.25 2.80
P: 1.07 -0.31 1.78
C: 1.75 1.35 1.68
C: 1.03 2.47 2.09
C: 1.55 3.74 1.90
C: 2.78 3.90 1.28
C: 3.50 2.79 0.86
C: 2.99 1.52 1.06
C: 2.31 -1.34 2.58
C: 2.78 -2.47 1.93
C: 3.75 -3.26 2.54
C: 4.23 -2.92 3.80
C: 3.76 -1.79 4.45
C: 2.81 -0.99 3.84
P: -1.65 -0.04 1.79
C: -2.28 -1.72 1.49
C: -3.49 -1.86 0.79
C: -3.96 -3.13 0.49
C: -3.24 -4.26 0.88
C: -2.04 -4.12 1.57
C: -1.56 -2.86 1.87
C: -2.93 0.77 2.76
C: -3.35 2.05 2.41
C: -4.32 2.68 3.17
C: -4.86 2.04 4.28
C: -4.44 0.76 4.63
C: -3.48 0.12 3.87
H: -0.27 0.10 3.74
H: 0.06 2.36 2.58
H: 0.99 4.61 2.24
H: 3.18 4.89 1.13
H: 4.47 2.91 0.39
H: 3.56 0.65 0.75
H: 2.39 -2.74 0.96
H: 4.13 -4.14 2.04
H: 4.98 -3.54 4.27
H: 4.15 -1.52 5.42
H: 2.47 -0.08 4.34
H: -4.05 -0.99 0.49
H: -4.90 -3.24 -0.04
H: -3.63 -5.24 0.65
H: -1.50 -5.00 1.89
H: -0.64 -2.75 2.43
H: -2.93 2.54 1.54
H: -4.66 3.67 2.90
H: -5.62 2.53 4.87
H: -4.87 0.26 5.48
H: -3.16 -0.89 4.12
Cl: -4.73 -0.92 -2.88
C: -3.10 -0.55 -3.46
Cl: -2.96 1.11 -4.05
C: -2.11 -0.73 -2.33
O: -1.15 -1.54 -2.47
O: -2.24 -0.06 -1.27
H: -2.87 -1.22 -4.28
S: 2.40 4.08 -3.99
C: 1.64 2.89 -2.98
C: 2.22 1.61 -2.96
C: 1.65 0.64 -2.17
N: 0.57 0.85 -1.41
C: 0.00 2.06 -1.44
C: 0.50 3.10 -2.19
C: 1.20 5.40 -3.96
C: 1.29 6.41 -3.02
C: 0.33 7.41 -3.05
N: -0.66 7.44 -3.93
C: -0.73 6.48 -4.84
C: 0.18 5.43 -4.90
H: 3.09 1.38 -3.55
H: 2.08 -0.36 -2.13
H: -0.88 2.19 -0.84
H: 0.01 4.06 -2.17
H: 2.08 6.42 -2.28
H: 0.36 8.22 -2.33
H: -1.54 6.54 -5.55
H: 0.09 4.67 -5.67
O: 0.64 -2.80 -0.62
S: 0.01 -3.99 -1.38
C: 0.85 -4.02 -2.99
C: 1.42 -5.42 -3.14
C: 2.00 -5.77 -1.77
C: 0.91 -5.44 -0.76
H: 1.64 -3.27 -2.90
H: 0.15 -3.71 -3.76
H: 2.17 -5.45 -3.93
H: 0.64 -6.13 -3.40
H: 2.90 -5.17 -1.57
H: 2.29 -6.82 -1.70
H: 1.26 -5.17 0.24
H: 0.18 -6.24 -0.66

⟨S²⟩: 8.767
total charge: +2
maximum force: 0.5 eV Å⁻¹
2S+1: 6
frontier orbital gap (spin up / spin down): 0.3248 / 0.2295 Ha
relative energy (zero: lowest compared OMol25 entry of this formula, charge and spin): 0.00 kcal per mole
total energy: -4430.902394 a.u.

Here are the Löwdin charges for atoms 1 to 8, given in e:
1. Ru 1.38
2. N -0.36
3. P 0.90
4. C -0.38
5. C -0.10
6. C -0.06
7. C -0.06
8. C -0.06


5.
Density functional theory data (ωB97M-V/def2-TZVPD) for C3H7I3Si as an isolated structure at a distorted geometry.

CARTESIAN COORDINATES (ANGSTROEM)
C: 1.55 0.24 1.25
C: -1.81 -0.43 0.40
C: 0.24 0.63 -1.68
Si: -0.08 0.61 0.33
I: 0.24 -3.21 -1.16
I: -1.35 0.73 -3.04
I: 2.12 0.56 -2.43
H: 1.50 0.67 2.34
H: 1.81 -0.75 1.25
H: 2.39 0.80 0.80
H: -1.66 -1.37 0.84
H: -2.57 0.13 0.95
H: -2.24 -0.59 -0.56
H: -0.13 1.98 0.70

total charge: 0
maximum force: 3.3 eV Å⁻¹
frontier orbital gap (spin up / spin down): 0.1617 / 0.1615 Ha
relative energy (zero: lowest compared OMol25 entry of this formula, charge and spin): 147.94 kcal per mole
total energy: -1300.965052 a.u.

Here are the Löwdin charges for atoms 1 to 8, given in e:
1. C -0.25
2. C -0.24
3. C -1.38
4. Si 0.52
5. I -0.35
6. I 0.86
7. I 0.90
8. H 0.07


6.
Density functional theory data (ωB97M-V/def2-TZVPD) for a 2-piece molecular cluster, C3H3Br2F overall at a distorted geometry.

CARTESIAN COORDINATES (ANGSTROEM)
C: -0.66 0.13 0.85
C: -0.97 -0.25 -0.41
C: -0.58 0.39 -1.64
F: -0.05 1.59 -1.55
Br: -1.75 -2.02 -0.59
Br: -1.93 0.21 -3.10
H: -0.97 -0.53 1.69
H: -0.01 1.07 1.19
H: 0.92 -0.87 -2.17

total charge: 0
maximum force: 3.0 eV Å⁻¹
frontier orbital gap (spin up / spin down): 0.3142 / 0.3029 Ha
relative energy (zero: lowest compared OMol25 entry of this formula, charge and spin): 81.35 kcal per mole
total energy: -5363.830289 a.u.

Here are the Löwdin charges for atoms 1 to 8, given in e:
1. C -0.03
2. C -0.84
3. C -0.81
4. F 0.01
5. Br 0.67
6. Br 0.61
7. H 0.06
8. H 0.13


7.
Density functional theory data (ωB97M-V/def2-TZVPD) for H17O9Zr as an isolated structure at a distorted geometry.

CARTESIAN COORDINATES (ANGSTROEM)
Zr: 1.44 -1.13 -1.97
O: 0.31 -0.27 -0.56
H: 0.32 0.51 0.17
O: -1.71 -1.02 2.58
H: -1.96 -1.26 3.45
H: -1.04 -0.34 2.57
O: -1.23 2.12 -2.41
H: -0.26 2.14 -2.31
H: -1.61 1.29 -2.07
O: -1.85 2.51 0.26
H: -1.66 2.42 -0.69
H: -2.42 1.77 0.54
O: 2.69 -1.69 -0.22
H: 2.64 -2.73 0.02
H: 3.55 -1.62 -0.64
O: 1.62 -0.88 2.37
H: 2.20 -0.65 3.13
H: 2.29 -0.96 1.68
O: 1.50 2.03 1.41
H: 2.49 1.94 1.36
H: 1.17 1.34 1.97
O: -0.65 -1.19 -2.95
H: -1.43 -1.72 -2.79
H: -0.46 -1.15 -3.89
O: -2.29 -0.34 -0.63
H: -2.35 -0.79 0.16
H: -1.32 -0.33 -0.53

total charge: +3
maximum force: 7.9 eV Å⁻¹
frontier orbital gap: 0.0858 Ha
relative energy (zero: lowest compared OMol25 entry of this formula, charge and spin): 2.03 kcal per mole
total energy: -732.990353 a.u.

Here are the Löwdin charges for atoms 1 to 8, given in e:
1. Zr 2.30
2. O -0.33
3. H 0.15
4. O -0.02
5. H 0.05
6. H 0.01
7. O -0.01
8. H 0.06


8.
Density functional theory data (ωB97M-V/def2-TZVPD) for a 2-piece molecular cluster, C13H24F3N2O5P3S overall at a distorted geometry.

CARTESIAN COORDINATES (ANGSTROEM)
C: 2.14 -1.82 4.52
C: 1.19 -0.77 3.96
P: 0.98 -1.06 2.16
C: 2.35 -0.08 1.41
C: 2.58 -0.50 -0.07
C: -0.43 0.03 1.72
C: -0.49 0.51 0.39
C: -1.56 1.28 0.04
C: -2.53 1.53 1.02
C: -3.71 2.38 0.67
P: -3.37 4.08 1.22
O: -2.34 4.05 2.26
O: -4.74 4.74 1.64
O: -2.90 4.87 -0.07
N: -2.39 1.03 2.24
P: -3.54 1.30 3.63
S: -2.67 1.25 5.32
N: -1.35 0.27 2.61
H: 2.29 -1.64 5.58
H: 1.69 -2.80 4.39
H: 3.09 -1.83 3.99
H: 1.55 0.24 4.15
H: 0.21 -0.91 4.40
H: 2.09 0.98 1.45
H: 3.24 -0.22 2.01
H: 3.63 -0.67 -0.26
H: 2.04 -1.41 -0.24
H: 2.22 0.26 -0.74
H: 0.27 0.26 -0.33
H: -1.68 1.67 -0.96
H: -3.79 2.40 -0.41
H: -4.65 1.99 1.03
H: -5.01 5.42 1.01
H: -1.96 5.06 0.02
H: -4.39 0.21 3.44
H: -4.20 2.49 3.30
C: 1.80 -2.91 -6.15
C: 1.87 -1.47 -5.64
O: 1.11 -1.21 -4.48
C: 1.71 -1.51 -3.18
O: 2.92 -1.08 -3.01
C: 1.58 -3.03 -2.82
F: 0.39 -3.57 -3.19
F: 1.61 -3.09 -1.47
F: 2.53 -3.85 -3.27
H: 0.79 -3.30 -6.08
H: 2.12 -2.94 -7.20
H: 2.46 -3.57 -5.60
H: 1.43 -0.83 -6.41
H: 2.90 -1.15 -5.50
H: 0.92 -1.07 -2.51

total charge: 0
maximum force: 1.8 eV Å⁻¹
frontier orbital gap: 0.1325 Ha
total energy: -2717.267202 a.u.

Here are the Löwdin charges for atoms 1 to 8, given in e:
1. C -0.17
2. C -0.43
3. P 1.05
4. C -0.39
5. C -0.16
6. C -0.38
7. C 0.04
8. C 0.05


9.
Density functional theory data (ωB97M-V/def2-TZVPD) for one molecule with the formula C18H20N6O at a distorted geometry.

CARTESIAN COORDINATES (ANGSTROEM)
C: -3.31 -2.34 -0.93
C: -3.39 -2.02 0.42
C: -2.23 -1.87 1.16
C: -0.99 -2.04 0.56
C: 0.27 -1.86 1.37
N: 0.25 -0.64 2.13
N: -0.29 -0.64 3.35
N: -0.22 0.54 3.81
N: 0.35 1.35 2.94
C: 0.65 0.63 1.88
C: 1.27 1.24 0.65
C: 2.15 0.25 -0.08
C: 3.31 -0.20 0.54
C: 4.12 -1.10 -0.13
C: 3.75 -1.52 -1.40
C: 2.58 -1.01 -1.93
N: 1.79 -0.16 -1.29
N: 0.30 1.90 -0.20
C: -0.19 3.16 0.35
C: -1.02 3.86 -0.73
O: -2.10 3.07 -1.16
C: -1.63 1.84 -1.66
C: -0.83 1.08 -0.61
C: -0.92 -2.38 -0.79
C: -2.08 -2.53 -1.53
H: -4.22 -2.45 -1.50
H: -4.35 -1.87 0.89
H: -2.28 -1.62 2.21
H: 1.15 -1.87 0.72
H: 0.36 -2.67 2.10
H: 1.93 2.03 1.03
H: 3.57 0.15 1.53
H: 5.03 -1.47 0.33
H: 4.36 -2.21 -1.96
H: 2.24 -1.30 -2.92
H: 0.66 3.78 0.62
H: -0.81 3.00 1.25
H: -1.45 4.79 -0.33
H: -0.36 4.10 -1.58
H: -2.51 1.27 -1.95
H: -0.99 2.01 -2.54
H: -0.45 0.16 -1.04
H: -1.50 0.85 0.24
H: 0.04 -2.51 -1.26
H: -2.02 -2.78 -2.57

SMILES string: c1ccc(Cn2nnnc2[C@@H](c2ccccn2)N2CCOCC2)cc1
total charge: 0
maximum force: 1.4 eV Å⁻¹
frontier orbital gap: 0.3438 Ha
total energy: -1101.642988 a.u.

Here are the Löwdin charges for atoms 1 to 8, given in e:
1. C -0.09
2. C -0.07
3. C -0.04
4. C -0.22
5. C -0.07
6. N -0.04
7. N 0.04
8. N -0.03